1.
20
Properties=species:S:1:pos:R:3:forces:R:3:lowdin_charge:R:1 method="wB97M-V/def2-TZVPD" homo_ev=-13.165 charge=+1 de_lowest_ev=1.2638 gap_ev=9.6099 total_energy_ev=-18167.2291 lumo_energy_ev=-3.6
S -1.064 -2.713 0.971 0.1 0.2 -0.2 0.76
N 0.794 -0.359 1.843 0.8 0.5 -1.1 0.22
C 0.845 0.672 -0.487 -0.5 0.4 -0.7 -0.21
H -0.830 0.117 0.677 -0.1 -0.1 -0.3 0.13
H 1.592 0.284 1.941 -0.2 -0.1 -0.3 0.17
C 0.141 -0.306 0.418 -0.4 0.2 1.2 -0.36
C -1.181 1.922 -1.079 0.2 -0.3 -0.3 -0.11
C -0.005 -1.708 -0.116 0.1 0.3 0.0 -0.51
H 1.169 -1.301 1.984 -0.5 0.0 0.6 0.15
H 1.108 1.593 0.044 0.2 -0.1 0.5 0.12
H -0.912 -3.807 0.221 -0.1 -0.2 0.1 -0.11
H -0.445 -1.603 -1.107 0.1 -0.1 0.0 0.10
H 0.470 1.634 -2.142 -0.2 -0.3 -0.5 0.11
H 0.993 -2.142 -0.191 0.0 -0.2 -0.2 0.09
H -1.636 2.382 -1.946 -0.1 0.1 -0.2 0.09
N -0.105 1.032 -1.560 0.7 0.6 0.4 -0.10
H -0.812 2.723 -0.426 -0.1 -0.1 0.1 0.09
H -1.971 1.350 -0.607 -0.1 0.0 0.3 0.07
H 0.104 -0.037 2.516 0.0 -0.7 0.4 0.17
H 1.746 0.266 -0.954 0.0 -0.2 0.2 0.14

***

2.
10
Properties=species:S:1:pos:R:3:forces:R:3:lowdin_charge:R:1 method="wB97M-V/def2-TZVPD" homo_ev=-11.257 charge=0 de_lowest_ev=0.8454 gap_ev=11.7555 total_energy_ev=-10791.8551 lumo_energy_ev=0.5
H 1.696 0.869 0.540 -1.5 1.1 -0.8 0.13
C 0.838 1.119 -0.198 0.5 -1.9 3.0 0.02
O -2.300 0.479 0.551 0.4 0.5 0.0 0.20
C 0.047 -1.481 -0.087 1.5 -1.8 0.5 -0.41
O -1.279 -1.634 0.297 0.7 1.3 -0.4 0.14
C -1.351 -0.160 0.288 -0.6 -1.7 -0.1 -0.42
H 0.169 1.940 0.048 0.6 0.3 0.3 0.10
N -0.043 -0.053 -0.121 0.0 -0.5 -0.5 0.03
H 1.322 1.257 -1.108 0.3 0.1 -1.9 0.06
O 0.900 -2.337 -0.210 -1.9 2.6 0.0 0.15